The following is a DFT calculation (ωB97M-V/def2-TZVPD) of C33H22Cl2N6O5W as an isolated structure.

XYZ file:
```
69
Properties=species:S:1:pos:R:3:nbo_charge:R:1
W 0.04675 0.39380 0.00875 2.212
Cl 4.42968 5.48597 -1.54827 0.088
C 3.70264 3.93779 -1.43812 -0.043
C 2.62717 3.77216 -0.57536 -0.212
C 2.02195 2.52815 -0.47087 0.076
N 0.89252 2.18903 0.32939 -0.627
C 0.44313 3.08162 1.30783 0.661
O 0.94149 4.12811 1.61323 -0.490
C -0.82537 2.60815 1.92819 0.126
C -1.49159 3.35448 2.87356 -0.180
C -2.69117 2.86368 3.36721 -0.094
C -3.16649 1.65141 2.88894 -0.222
C -2.42804 0.95056 1.95553 0.087
N -1.26652 1.42784 1.47966 -0.465
C 2.50404 1.46429 -1.23060 0.170
C 3.57037 1.62373 -2.09286 -0.217
C 4.17181 2.87059 -2.20108 -0.057
Cl 5.48997 3.05785 -3.27828 0.091
N 1.79734 0.23433 -1.02674 -0.669
C 2.52359 -0.93917 -1.10233 0.644
O 3.70648 -1.03035 -1.29880 -0.494
C 1.79610 -2.26116 -0.89069 0.151
C 2.52590 -3.34671 -0.45167 -0.162
C 1.90636 -4.57327 -0.26662 -0.077
C 0.54584 -4.69702 -0.51689 -0.204
C -0.15504 -3.59919 -0.95087 0.079
N 0.48324 -2.43047 -1.16236 -0.127
H 2.28831 4.61960 -0.00659 0.277
H -1.06185 4.29342 3.19325 0.275
H -3.24830 3.41877 4.10976 0.255
H -4.10183 1.23814 3.23780 0.256
H -2.75088 -0.00653 1.57625 0.243
H 3.94957 0.80961 -2.68721 0.260
H 3.58091 -3.19881 -0.27043 0.289
H 2.47762 -5.42275 0.08272 0.265
H 0.02080 -5.62785 -0.35854 0.271
H -1.22220 -3.59508 -1.11469 0.254
C -1.80991 3.76268 -1.70655 -0.244
O -2.94794 3.09805 -2.26650 -0.486
C -2.82728 1.86934 -2.79405 0.338
C -3.66673 1.56052 -3.86592 -0.160
C -3.64874 0.32305 -4.49310 -0.196
C -2.77515 -0.65339 -4.06336 -0.131
C -1.93644 -0.38728 -2.97422 -0.191
C -1.05622 -1.40627 -2.51841 0.229
N -0.24300 -1.28824 -1.51717 -0.313
N -0.81794 -1.10604 0.94370 -0.763
C 0.16662 -1.20439 1.81163 0.590
O 1.05963 -0.22618 1.67990 -0.702
C 0.37675 -2.27222 2.76844 -0.141
C 1.50229 -2.24142 3.59619 -0.145
C 1.69726 -3.25763 4.51485 -0.211
C 0.77902 -4.29741 4.60081 -0.134
C -0.34337 -4.32923 3.77588 -0.219
C -0.54986 -3.31641 2.86056 -0.165
C -1.97508 0.86737 -2.33081 0.263
O -1.16574 1.06045 -1.27630 -0.643
H -2.03638 4.82307 -1.76084 0.225
H -0.90792 3.55376 -2.28349 0.187
H -1.66710 3.47522 -0.66497 0.164
H -4.33606 2.34145 -4.20367 0.258
H -4.31095 0.13622 -5.32622 0.253
H -2.73385 -1.61688 -4.55507 0.235
H -1.07229 -2.35018 -3.06119 0.226
H 2.20460 -1.42286 3.51320 0.243
H 2.55834 -3.23982 5.16843 0.242
H 0.93285 -5.08775 5.32366 0.240
H -1.05575 -5.13800 3.86563 0.237
H -1.42797 -3.30432 2.22673 0.227
```

Computed properties:
* net charge: +2
* energy relative to the best compared isomer or geometry (same formula, charge and spin): 0.0 kJ/mol
* HOMO energy: -13.096 eV
* LUMO level: -7.77 eV

The following is a DFT calculation (ωB97M-V/def2-TZVPD) of C3H3F4N in the gas phase.

XYZ file:
```
11
Properties=species:S:1:pos:R:3:nbo_charge:R:1
C -0.04812 0.17040 -0.52834 -0.186
C 0.93872 -0.50562 0.39489 0.617
C -0.48055 -0.94801 0.39643 0.618
H 0.18094 2.18149 -0.52094 0.374
H -1.42603 1.69045 -0.54340 0.377
H 0.05979 -0.13573 -1.58161 0.209
N -0.46717 1.49404 -0.17933 -0.815
F 1.42434 0.16928 1.43713 -0.294
F 1.85994 -1.30640 -0.15357 -0.303
F -0.77561 -2.13265 -0.16050 -0.305
F -1.26624 -0.67726 1.43924 -0.292
```

Computed properties:
* energy relative to the best compared isomer or geometry (same formula, charge and spin): 43.5 kJ/mol
* HOMO energy: -10.155 eV
* SMILES: NC1C(F)(F)C1(F)F
* LUMO level: 0.72 eV

The following is a DFT calculation (ωB97M-V/def2-TZVPD) of C28H29N2O6SW as an isolated structure.

XYZ file:
```
67
Properties=species:S:1:pos:R:3:nbo_charge:R:1
W -1.06267 -0.16451 -0.10085 2.040
C 3.83898 -1.36648 -6.19742 -0.655
C 2.87968 -1.57857 -5.06792 0.099
C 2.11439 -2.74681 -5.00763 -0.205
C 1.21647 -2.96189 -3.98330 -0.145
C 1.08116 -1.97719 -3.00021 -0.382
C 1.83761 -0.80313 -3.02005 -0.195
C 2.72878 -0.62093 -4.05737 -0.204
S -0.10441 -2.27665 -1.78779 2.283
O -0.40472 -3.65544 -1.68132 -0.832
O 0.31946 -1.64304 -0.43497 -0.891
N -1.44705 -1.35482 -1.93124 -0.871
C -1.70092 -0.42963 -3.05639 -0.293
C -1.54925 0.73477 -2.10084 0.760
O -2.47518 0.81942 -1.18159 -0.585
O -0.40454 1.11009 -1.68936 -0.579
H 3.29212 -1.23101 -7.13273 0.257
H 4.47774 -2.24022 -6.32851 0.254
H 4.46631 -0.49234 -6.04069 0.235
H 2.23116 -3.50102 -5.77528 0.252
H 0.63401 -3.87153 -3.93626 0.259
H 1.75173 -0.06445 -2.23733 0.247
H 3.33153 0.27755 -4.08672 0.236
H -2.70282 -0.52605 -3.46154 0.270
H -0.93851 -0.44912 -3.83179 0.265
O 2.06087 0.95035 -0.22437 -0.550
C 1.45722 1.19196 0.78194 0.804
O 0.19377 0.80876 1.04371 -0.714
C 2.08273 1.94227 1.94147 -0.147
N 3.45863 2.39804 1.51410 -0.510
C 4.47380 1.77923 2.46302 -0.219
C 3.66223 1.54954 3.72497 -0.426
C 2.31758 1.05919 3.18298 -0.409
H 1.47992 2.81706 2.18188 0.258
H 3.52624 3.41521 1.53990 0.449
H 3.61391 2.09876 0.54352 0.467
H 5.32247 2.44897 2.56929 0.260
H 4.80295 0.84410 2.01410 0.234
H 3.54324 2.47938 4.28388 0.236
H 4.13910 0.82617 4.38211 0.274
H 1.50471 1.16637 3.89653 0.257
H 2.38562 0.00904 2.89167 0.227
C -4.74197 4.44266 2.12675 -0.009
C -3.76426 4.08415 1.17961 -0.217
C -3.23150 2.82668 1.19454 -0.130
C -3.66764 1.87995 2.16831 0.002
C -4.64890 2.27671 3.12639 -0.084
C -5.17908 3.53945 3.10114 -0.220
C -3.21498 0.55536 2.24372 -0.045
C -2.34351 -0.14402 1.40715 -0.219
C -1.97036 -1.56454 1.59065 -0.251
C -2.50975 -2.48716 0.66517 -0.122
C -2.13714 -3.81947 0.69978 -0.184
C -1.23768 -4.24053 1.66850 -0.081
C -0.69916 -3.33823 2.60163 -0.194
C -1.04286 -2.00671 2.55827 -0.087
H -5.16131 5.44071 2.09893 0.255
H -3.44633 4.80861 0.44273 0.252
H -2.48900 2.54789 0.46393 0.213
H -4.97898 1.55842 3.86670 0.242
H -5.92969 3.83791 3.81958 0.266
H -3.62514 -0.02285 3.06817 0.245
H -3.27371 -2.14463 -0.02058 0.252
H -2.55119 -4.52070 -0.01044 0.265
H -0.94833 -5.28243 1.71534 0.258
H -0.01187 -3.69987 3.35462 0.254
H -0.63173 -1.29877 3.26782 0.225
```

Computed properties:
* net charge: +3
* energy relative to the best compared isomer or geometry (same formula, charge and spin): 0.0 kJ/mol
* HOMO energy (spin up / spin down): -16.756 / -16.741 eV
* LUMO level (spin up / spin down): -10.61 / -11.23 eV

The following is a DFT calculation (ωB97M-V/def2-TZVPD) of a 3-piece molecular cluster, C5H6O overall.

XYZ file:
```
12
Properties=species:S:1:pos:R:3:nbo_charge:R:1
C 2.25005 -0.52060 0.25968 -0.166
C 0.80968 -0.55017 0.03443 -0.017
C -0.42724 -0.57760 -0.02043 -0.138
C -1.79468 -0.71389 -0.32622 -0.245
C -2.75397 0.85763 0.06620 -0.366
H 2.23830 1.82648 -0.13733 0.473
H 2.38728 -0.57379 1.58871 0.235
H 2.79941 -1.58750 -0.26676 0.253
H -2.04354 -2.03199 -1.05775 0.295
H -2.56171 2.28750 0.72972 0.272
H -3.73263 0.68244 -0.36872 0.154
O 2.82906 0.90150 -0.50154 -0.751
```

Computed properties:
* energy relative to the best compared isomer or geometry (same formula, charge and spin): 1303.6 kJ/mol
* HOMO energy: -7.948 eV
* LUMO level: -0.98 eV

The following is a DFT calculation (ωB97M-V/def2-TZVPD) of a 2-piece molecular cluster, C4H12NO3 overall.

XYZ file:
```
20
Properties=species:S:1:pos:R:3:nbo_charge:R:1
O -1.04951 -0.45394 2.79874 -0.478
C -0.94320 0.13462 1.76290 0.433
C 0.03368 -0.45487 0.71860 -0.178
C 0.84470 0.61650 -0.10807 0.088
C 0.12229 1.70116 -0.86268 -0.658
O 1.59170 -0.29537 -0.90093 -0.759
N 1.00152 -1.42175 1.37508 -0.671
H -1.57889 0.92042 1.31379 0.164
H -0.37227 -1.11205 -0.05827 0.288
H 1.57502 1.20614 0.49125 0.186
H 0.64081 2.62553 -1.10648 0.253
H -0.11860 1.34302 -1.87620 0.228
H -0.86632 1.90630 -0.39071 0.228
H 2.02875 0.09833 -1.65857 0.504
H 0.40225 -2.06921 1.88961 0.457
H 1.65266 -0.97739 2.02221 0.443
H 1.52342 -1.88631 0.63088 0.466
H -2.08417 0.11851 -2.20710 0.479
H -2.39738 -1.34786 -2.19003 0.489
O -2.00645 -0.65177 -1.64400 -0.961
```

Computed properties:
* net charge: +1
* energy relative to the best compared isomer or geometry (same formula, charge and spin): 174.7 kJ/mol
* HOMO energy: -14.573 eV
* LUMO level: -3.55 eV